[1]
# C39H47CoN3P2S

A molecular structure, C39H47CoN3P2S in a non-equilibrium geometry (wB97M-V/def2-TZVPD, OMol25).

Geometry as ORCA input:
```
! wB97M-V def2-TZVPD RIJCOSX def2/J DEFGRID3
* xyz 3 5
Co 10.73008 9.63608 11.32057
C 12.78609 7.31938 12.19684
C 12.01003 7.86374 11.01736
C 12.67167 8.66258 10.03199
C 14.16081 8.80610 10.02130
C 11.89013 9.18944 8.99569
C 12.65362 10.08216 7.90201
C 10.48149 8.98731 8.85410
C 9.78491 9.55707 7.71222
C 9.88659 7.97992 9.74163
C 8.46908 7.64115 9.44234
C 10.69244 7.40060 10.74538
C 10.25073 6.12783 11.33547
H 12.30920 6.43394 12.69516
H 13.13994 8.04408 12.88817
H 13.67188 6.84966 11.81220
H 14.48416 9.79775 9.75928
H 14.57098 8.17003 9.24889
H 14.62666 8.60245 10.99208
H 13.47927 9.55307 7.54367
H 12.98275 11.03144 8.35517
H 11.94674 10.32957 7.08557
H 8.72537 9.59479 7.83217
H 9.93397 8.85197 6.87460
H 10.24595 10.51944 7.38465
H 8.37780 7.09568 8.48045
H 7.76903 8.43760 9.26699
H 7.98558 6.98259 10.13479
H 9.43252 5.76364 10.78893
H 9.96547 6.21833 12.43352
H 11.07509 5.48972 11.20803
C 10.82724 14.05209 12.86198
N 10.77266 12.50172 12.76204
P 11.55660 11.71912 14.09663
C 11.31471 12.65835 15.56668
C 10.30101 12.25240 16.42137
C 10.04187 13.11569 17.50376
C 10.70373 14.29099 17.69473
C 11.82198 14.56377 16.93482
C 12.15102 13.75734 15.87216
C 10.66688 10.16810 14.09478
C 11.31113 9.19309 14.87582
C 10.78195 7.95292 15.11694
C 9.52501 7.64500 14.54017
C 8.90053 8.59120 13.70745
C 9.46083 9.81000 13.49166
P 10.55339 11.90199 11.17591
C 8.79720 12.31578 10.74448
C 7.87029 12.61461 11.68154
C 6.51952 12.58815 11.30645
C 6.15757 12.36268 10.07619
C 7.11072 12.18262 9.02122
C 8.46779 12.04740 9.36874
C 11.61155 12.92508 10.12707
C 13.00372 12.67940 10.34602
C 13.94981 13.34834 9.53998
C 13.46681 14.28151 8.59774
C 12.12799 14.58699 8.47173
C 11.18796 13.89662 9.24909
H 10.15320 14.36673 12.10718
H 11.82579 14.36426 12.62434
H 10.59564 14.49397 13.84092
H 9.67384 11.38029 16.25898
H 9.17778 12.94985 18.12663
H 10.45566 14.87782 18.53024
H 12.47460 15.38948 17.27340
H 12.99831 13.97176 15.27496
H 12.22733 9.42095 15.35754
H 11.34954 7.22417 15.64249
H 9.10055 6.67918 14.73629
H 7.90852 8.36349 13.32266
H 8.80407 10.58144 13.00284
H 8.17857 12.84139 12.67650
H 5.84749 12.74075 12.17042
H 5.09067 12.44882 9.85028
H 6.80792 12.11296 7.95264
H 9.17233 11.96190 8.57883
H 13.35298 11.91241 11.03673
H 15.02325 13.28356 9.69511
H 14.15213 14.79855 7.92285
H 11.75823 15.40325 7.85102
H 10.16200 14.23090 9.14608
C 16.44321 13.81352 15.48852
N 15.64147 12.72630 15.02307
C 14.90362 12.68958 13.92403
N 14.62124 13.75122 13.19536
S 14.08884 11.22909 13.49089
H 17.27617 13.26216 16.07532
H 15.87884 14.51878 16.06189
H 17.06170 14.30056 14.68382
H 15.68672 11.76468 15.45521
H 14.95533 14.64436 13.59696
H 14.13604 13.77897 12.29962
*
```

F_max   5.37 eV/Å
HOMO (spin up / spin down)   -14.54 / -16.73 eV
Expectation value of S²   6.018
E_tot   -112690.3143 eV
Kohn-Sham gap (spin up / spin down)   6.6 / 7.5 eV
Energy relative to the best compared isomer or geometry (same formula, charge and spin)   30.57 kJ/mol

=====

[2]
# C39H48BrIN5NaO2

A molecular structure, C39H48BrIN5NaO2 (wB97M-V/def2-TZVPD, OMol25).

Geometry as ORCA input:
```
! wB97M-V def2-TZVPD RIJCOSX def2/J DEFGRID3
* xyz 0 1
Na 0.77336 0.62967 0.00489
C -3.11506 -0.79089 -0.88930
C -2.69635 -0.09880 0.38337
C -2.75772 1.29949 0.44367
C -3.07458 2.06207 -0.81920
C -2.52086 1.95806 1.65422
C -2.77397 3.44255 1.78457
C -2.15260 1.21901 2.78638
C -1.83027 1.94030 4.07592
C -2.10532 -0.17796 2.72908
C -1.92406 -0.99182 3.99134
C -2.33318 -0.83629 1.51397
C -2.19820 -2.33620 1.42407
H -2.38048 -0.68180 -1.68650
H -4.04758 -0.36330 -1.26352
H -3.27905 -1.85614 -0.74632
H -4.14493 2.05648 -1.04702
H -2.56002 1.61424 -1.67030
H -2.75164 3.09932 -0.76345
H -1.86352 4.04850 1.76302
H -3.28201 3.66152 2.72457
H -3.41517 3.80859 0.98704
H -2.68150 1.97303 4.76311
H -1.53471 2.97298 3.89292
H -1.01127 1.45653 4.61040
H -0.93363 -1.44472 4.08266
H -2.63977 -1.81368 4.01802
H -2.09229 -0.39660 4.88548
H -3.17177 -2.83580 1.43804
H -1.61415 -2.73983 2.24805
H -1.68692 -2.63102 0.50931
C 3.43722 -1.02664 0.25675
C 3.51831 0.16749 -0.71752
N 3.03340 1.42473 -0.14775
C 3.64685 1.85137 1.10580
C 2.63218 2.33325 2.15564
N 1.44136 1.50254 2.28861
C 1.55027 0.30307 3.11224
C 2.48702 -0.76800 2.54628
N 2.27447 -1.03411 1.13409
H 3.44848 -1.93535 -0.35039
H 4.35236 -1.06314 0.85752
H 4.55927 0.22644 -1.07043
H 2.90079 -0.03397 -1.59759
H 3.06592 2.15835 -0.84180
H 4.23788 1.03035 1.50632
H 4.36204 2.66734 0.94918
H 3.16834 2.44140 3.11225
H 2.29534 3.33420 1.87338
H 0.67363 2.06295 2.63589
H 1.87877 0.52910 4.14002
H 0.54434 -0.11126 3.17435
H 3.52432 -0.46387 2.70082
H 2.35466 -1.66962 3.15593
H 1.68356 -1.83562 0.95662
O 0.09744 0.68660 -2.32224
C 0.02241 -0.54792 -2.24625
N -0.22567 -1.37855 -3.30817
C -0.12513 -2.76979 -2.90687
C 0.22222 -2.56399 -1.39390
O 0.48978 -3.48290 -0.63464
N 0.19246 -1.25531 -1.09210
C -1.45168 -3.50992 -3.01919
C -2.49866 -2.99545 -3.77286
C -3.70816 -3.67285 -3.86126
C -3.88422 -4.87337 -3.19214
C -2.84157 -5.39290 -2.43585
C -1.63257 -4.72024 -2.35148
C 1.03148 -3.46399 -3.61843
C 2.31003 -2.92383 -3.47739
C 3.39710 -3.49844 -4.10945
C 3.22343 -4.62986 -4.89953
C 1.95855 -5.17042 -5.04692
C 0.86588 -4.59047 -4.40931
H -0.14043 -1.04818 -4.25353
H -2.38107 -2.04740 -4.28039
H -4.51352 -3.25450 -4.45144
H -4.82766 -5.40040 -3.25396
H -2.96976 -6.32741 -1.90441
H -0.82353 -5.11612 -1.75223
H 2.44846 -2.04262 -2.85992
H 4.38264 -3.06784 -3.98476
H 4.07292 -5.08287 -5.39401
H 1.81223 -6.04934 -5.66173
H -0.11702 -5.02512 -4.53334
Br 1.78508 7.12346 -1.33626
C 1.33211 6.65682 0.43601
C 1.61189 7.57894 1.43733
C 1.30838 7.29008 2.75621
C 0.72605 6.07316 3.08051
C 0.44695 5.15703 2.08169
C 0.74031 5.43782 0.74933
I 0.30563 3.98945 -0.67673
H 2.07022 8.52056 1.16939
H 1.53241 8.01461 3.52733
H 0.48710 5.83135 4.10747
H -0.00409 4.20367 2.33076
*
```

F_max   0.51 eV/Å
HOMO   -8.19 eV
E_tot   -135331.2439 eV
Kohn-Sham gap   8.3 eV
Energy relative to the best compared isomer or geometry (same formula, charge and spin)   0.00 kJ/mol

=====

[3]
# C39H51AlN2O9Se

A molecular structure, C39H51AlN2O9Se (wB97M-V/def2-TZVPD, OMol25).

Geometry as ORCA input:
```
! wB97M-V def2-TZVPD RIJCOSX def2/J DEFGRID3
* xyz -2 1
Al -1.28249 0.93300 1.77692
C -1.52565 -5.02982 -3.44071
C -2.02574 -3.65349 -3.88093
C -1.11869 -3.15982 -5.01763
C -3.45558 -3.81436 -4.41712
C -2.00890 -2.64522 -2.73070
C -1.55663 -2.94735 -1.45714
C -1.54572 -1.98789 -0.44789
Se -0.84773 -2.45834 1.27497
C 0.96256 -1.89740 0.97181
C 1.88305 -2.86091 0.58262
C 3.21331 -2.53348 0.35607
C 3.57026 -1.20972 0.60446
C 2.69921 -0.21452 1.03233
C 1.31191 -0.53408 1.14231
O 0.42987 0.37492 1.39395
C 3.31677 1.17472 1.32223
C 3.75250 1.81560 -0.00287
C 2.39007 2.16560 2.04064
C 4.55104 1.00653 2.22963
C 4.26263 -3.53535 -0.12761
C 4.84925 -3.06309 -1.46508
C 5.39673 -3.65195 0.90137
C 3.66652 -4.92801 -0.33683
C -1.99003 -0.66956 -0.66564
O -2.02654 0.21787 0.28268
C -2.45969 -0.34381 -1.97890
C -2.44909 -1.33401 -2.94788
C -2.94329 1.07611 -2.30642
C -4.10727 1.48263 -1.38572
C -1.77393 2.05965 -2.15482
C -3.44882 1.19304 -3.74581
H -1.56565 -5.72306 -4.28626
H -2.14112 -5.43841 -2.63535
H -0.49227 -4.98400 -3.08812
H -1.09453 -3.88601 -5.83841
H -0.09984 -3.01257 -4.65193
H -1.46958 -2.20589 -5.41690
H -3.48664 -4.56175 -5.21824
H -3.83754 -2.87249 -4.81665
H -4.12745 -4.13387 -3.61680
H -1.19083 -3.93583 -1.20863
H 1.52183 -3.87281 0.45115
H 4.60847 -0.93084 0.45377
H 2.88422 1.99768 -0.63772
H 4.45083 1.17140 -0.54542
H 4.24087 2.77913 0.18202
H 1.52954 2.43894 1.43615
H 2.96849 3.07019 2.26186
H 2.01620 1.75873 2.98275
H 5.34907 0.42377 1.76601
H 4.26891 0.51127 3.16294
H 4.95921 1.99222 2.47367
H 5.33700 -2.09172 -1.36160
H 4.05728 -2.95952 -2.21037
H 5.58967 -3.77993 -1.83892
H 5.90819 -2.69647 1.03675
H 6.13812 -4.39299 0.58030
H 4.99768 -3.95601 1.87200
H 2.87144 -4.91065 -1.08651
H 3.24942 -5.32730 0.59089
H 4.44629 -5.61389 -0.68180
H -2.80225 -1.07896 -3.94058
H -3.82018 1.44904 -0.33849
H -4.95773 0.80859 -1.53125
H -4.43254 2.50080 -1.62796
H -1.34247 2.02353 -1.15995
H -2.11534 3.08319 -2.35004
H -0.98032 1.82163 -2.86976
H -4.30136 0.53306 -3.93469
H -2.66443 0.96744 -4.47445
H -3.77582 2.22208 -3.91705
O -4.57059 3.21133 2.62054
C -3.49885 2.90179 2.10520
O -3.01764 1.72557 2.01932
C -2.66670 4.00065 1.46214
C -3.25148 5.22773 1.31066
C -2.56717 6.27766 0.69334
C -1.29487 6.08880 0.20305
C -0.69759 4.85677 0.33482
C -1.32667 3.75365 1.00115
O -0.70260 2.66631 1.20700
N 0.63688 4.73062 -0.26288
O 0.98774 3.64680 -0.67174
O 1.28816 5.75912 -0.42101
N -3.19829 7.57602 0.53950
O -2.59387 8.45490 -0.06093
O -4.30720 7.74071 1.02183
H -4.25489 5.36306 1.68845
H -0.76598 6.89097 -0.28657
C -0.70369 0.10257 6.16290
C -0.19551 0.32380 4.73252
C 0.77255 -0.80295 4.37410
C -1.36161 0.46380 3.74855
H 0.11568 0.08374 6.89358
H -1.23038 -0.85723 6.22071
H -1.40895 0.88525 6.45414
H 0.37052 1.26621 4.73913
H 0.22040 -1.73587 4.21109
H 1.49495 -0.97652 5.18092
H 1.33038 -0.59326 3.46252
H -2.03864 1.22365 4.15724
H -1.94883 -0.47090 3.79002
*
```

F_max   0.64 eV/Å
HOMO   -2.59 eV
E_tot   -134626.1585 eV
Kohn-Sham gap   6.5 eV
Energy relative to the best compared isomer or geometry (same formula, charge and spin)   44.55 kJ/mol

=====

[4]
# C39H51Br2F16N2O13S

6 unconnected molecules or ions with the total composition C39H51Br2F16N2O13S in a non-equilibrium geometry (wB97M-V/def2-TZVPD, OMol25).

Geometry as ORCA input:
```
! wB97M-V def2-TZVPD RIJCOSX def2/J DEFGRID3
* xyz 1 1
C -6.24533 -1.49136 -3.64092
C -4.89954 -1.54504 -2.98122
O -4.59502 -2.42490 -2.21260
O -3.96109 -0.58290 -3.28738
C -4.18945 0.66390 -2.60025
C -2.79212 1.21476 -2.40905
C -2.18628 0.76287 -1.11150
C -2.80480 1.25625 0.19493
C -2.29657 2.63874 0.64695
C -1.82545 2.73061 2.09277
C -2.96141 2.74194 3.08727
F -4.07572 2.16289 2.60045
Br -3.48064 4.57489 3.52221
C -2.61717 1.96656 4.45545
F -3.20634 0.79753 4.44930
F -1.32272 1.80010 4.58172
Br -3.24487 2.97772 5.99205
C -2.71399 0.03607 1.14657
C -2.12748 -1.23107 0.41099
N -3.17381 -2.24271 0.39713
C -3.10400 -3.11297 1.27466
O -3.02505 -4.03202 2.04838
N -2.03708 -0.73713 -0.99285
C -1.02333 -1.30974 -1.95533
C 0.21791 -1.92279 -1.31352
C 0.14764 -3.45452 -1.25003
F 0.96430 -3.83100 -0.27657
F -1.11336 -3.82413 -0.97518
C 0.65466 -4.05829 -2.58348
F 1.97226 -4.04187 -2.48223
F 0.34973 -3.29006 -3.62630
C 0.24504 -5.56807 -2.81649
F 0.15289 -6.12294 -1.61644
F 1.22990 -6.13070 -3.47547
C -1.04962 -5.66669 -3.65884
F -1.90294 -4.71134 -3.36528
F -0.68738 -5.45868 -4.90635
S -1.96131 -7.33786 -3.57847
F -3.33538 -6.61774 -3.92421
F -2.26886 -7.10919 -2.05870
F -0.62265 -8.08137 -3.27585
F -1.77728 -7.57393 -5.12142
F -2.70773 -8.70562 -3.50154
H -6.69098 -2.46554 -3.67993
H -6.12170 -1.12435 -4.64886
H -6.87406 -0.83980 -3.03603
H -4.79217 1.30101 -3.23724
H -4.71218 0.51311 -1.65708
H -2.76377 2.29487 -2.48959
H -2.22412 0.82378 -3.24515
H -1.14365 1.09363 -1.11384
H -3.86719 1.39327 0.02865
H -1.46266 2.95532 0.02484
H -3.07397 3.37141 0.47054
H -1.29555 3.66778 2.20207
H -1.09868 1.94764 2.27960
H -2.37826 0.16963 2.16609
H -3.74693 -0.26256 1.27752
H -1.20370 -1.45131 0.92629
H -2.91939 -1.09264 -1.39994
H -0.68715 -0.53145 -2.62281
H -1.53206 -2.02146 -2.58824
H 1.05355 -1.68110 -1.96118
H 0.48110 -1.51221 -0.34912
O -7.42249 -2.51157 -6.10764
C -6.88726 -3.57015 -6.27155
O -5.88492 -4.02069 -5.47601
C -5.37276 -5.26898 -5.98396
C -6.49461 -5.83948 -6.83789
C -7.16309 -4.57413 -7.37217
H -4.47166 -5.06092 -6.56482
H -5.11058 -5.91345 -5.14923
H -6.14117 -6.51666 -7.61227
H -7.19722 -6.38697 -6.20831
H -6.69626 -4.22011 -8.29233
H -8.23165 -4.69966 -7.51850
O 3.07854 -0.60654 -1.91625
C 3.86373 -1.13688 -2.65357
O 3.48674 -2.05968 -3.55904
C 4.64296 -2.60228 -4.22790
C 5.72558 -1.54636 -4.05733
C 5.36296 -0.93616 -2.70349
H 4.90493 -3.54879 -3.75087
H 4.39913 -2.78959 -5.27044
H 6.73297 -1.95335 -4.10622
H 5.63116 -0.78980 -4.83730
H 5.81631 -1.47880 -1.87279
H 5.61332 0.11875 -2.64248
O 1.16272 6.33186 3.60787
C 1.37788 5.44836 4.38699
O 0.38458 4.69225 4.92288
C 0.93891 3.78191 5.90050
C 2.41022 3.65642 5.53029
C 2.71701 5.02738 4.94774
H 0.79506 4.20456 6.89758
H 0.41542 2.83269 5.84294
H 3.03492 3.37981 6.36534
H 2.53268 2.89882 4.75367
H 3.01727 5.74247 5.71619
H 3.46578 4.97919 4.16349
O 4.54912 5.40154 2.01688
C 4.96599 6.48455 2.30615
O 6.24623 6.70368 2.68781
C 6.41510 8.07851 3.07631
C 5.28736 8.83053 2.38475
C 4.18026 7.77923 2.35224
H 6.34971 8.13995 4.16480
H 7.39947 8.41911 2.76426
H 5.01090 9.75224 2.89289
H 5.58298 9.08492 1.36562
H 3.57481 7.78750 3.25971
H 3.54198 7.87349 1.47932
O 5.42463 3.56642 5.72415
C 5.68954 2.68329 6.48572
O 4.75547 1.87752 7.05493
C 5.37856 0.98991 8.00264
C 6.83803 0.91832 7.58139
C 7.06762 2.30961 6.99656
H 5.25410 1.41021 9.00263
H 4.88338 0.02272 7.96448
H 7.50817 0.66343 8.39960
H 6.96154 0.16720 6.79993
H 7.36409 3.03097 7.75919
H 7.78877 2.30448 6.18491
*
```

F_max   4.65 eV/Å
HOMO   -11.24 eV
E_tot   -265260.5340 eV
Kohn-Sham gap   9.4 eV